Entry 1:
A single C8H14NOP molecule, computed with the ωB97M-V functional and the def2-TZVPD basis.

Charge: 0
Relative energy (zero: lowest compared OMol25 entry of this formula, charge and spin): 252.8 kJ/mol
HOMO energy: -9.4 eV
LUMO level: 0.115 eV
Structure (SMILES): [H]/N=C(C=C)\C(=C\C)P(C)(C)=O

XYZ file:
```
25
Properties=species:S:1:pos:R:3:forces:R:3:mulliken_charge:R:1
H -0.981 -2.506 0.163 0.525 0.319 -0.554 0.3167
N -0.049 -2.457 -0.281 -0.632 -1.058 0.032 -0.6794
C 0.261 -1.345 -0.769 -3.547 3.488 2.028 0.2674
C 1.565 -1.020 -1.194 3.257 1.307 -0.442 -0.2181
C 2.481 -1.930 -1.465 -1.715 -0.073 -0.170 -0.9881
C -0.776 0.066 -0.503 3.214 -4.093 -0.277 -0.0437
C -1.736 0.183 -1.394 0.214 3.242 4.499 -0.0473
C -2.668 1.328 -1.144 -1.342 -1.784 -2.111 -1.4006
P -0.346 0.954 1.025 0.888 1.581 1.060 1.2516
C -0.114 -0.318 2.294 5.582 -1.169 -0.617 -1.2951
C 1.337 1.663 0.953 0.576 -0.628 0.410 -1.3809
O -1.135 2.150 1.489 -0.508 -1.356 -0.668 -0.7900
H 1.986 0.002 -1.120 -1.001 -0.416 0.135 0.2878
H 3.496 -1.845 -1.506 2.573 1.180 -0.340 0.3468
H 2.196 -2.899 -1.679 -0.886 -2.137 0.002 0.3248
H -1.775 -0.407 -2.204 -0.369 -2.061 -2.871 0.6116
H -2.148 2.174 -1.482 0.226 1.609 -0.340 0.3283
H -3.062 1.444 -0.168 0.204 0.040 1.074 0.4267
H -3.514 1.106 -1.788 -0.413 0.667 -0.226 0.3947
H 0.631 -0.018 3.162 -1.340 -0.101 -2.019 0.3047
H -0.951 -0.525 2.769 -4.363 -0.806 2.140 0.4970
H 0.279 -1.358 1.934 -0.538 2.067 0.295 0.3169
H 1.342 2.292 1.875 0.083 -0.466 -0.772 0.3555
H 2.209 0.990 0.942 -0.486 -0.076 0.294 0.4032
H 1.472 2.276 0.089 -0.200 0.726 -0.563 0.4095
```
Positions in Å, forces in eV/Å.

Entry 2:
A single C8H14O molecule, computed with the ωB97M-V functional and the def2-TZVPD basis.

Charge: 0
Relative energy (zero: lowest compared OMol25 entry of this formula, charge and spin): 297.7 kJ/mol
HOMO energy: -9.3 eV
LUMO level: 1.037 eV
Structure (SMILES): C[C@@H]1C[C@@]2(C)OCC[C@@H]12

XYZ file:
```
23
Properties=species:S:1:pos:R:3:forces:R:3:mulliken_charge:R:1
C -2.531 -0.177 -0.097 1.128 0.954 -0.864 -1.2400
C -1.135 -0.551 0.544 -1.227 0.536 -1.155 0.2390
C -0.476 0.732 1.293 -0.658 -1.328 -2.018 -1.2162
C 0.686 0.633 0.205 -3.265 5.198 -1.674 1.3387
C 1.034 2.018 -0.540 0.683 -0.564 -2.843 -1.2056
O 1.858 0.159 0.545 3.744 -2.272 1.106 -0.4820
C 1.800 -1.260 0.563 -2.665 -1.306 1.008 -0.4735
C 0.787 -1.573 -0.633 4.135 3.135 -2.438 -1.2459
C -0.122 -0.391 -0.611 0.538 0.666 -0.064 -0.1970
H -3.312 0.140 0.636 0.457 -0.537 -0.650 0.3389
H -2.836 -1.040 -0.781 0.029 1.370 0.903 0.3049
H -2.245 0.797 -0.782 -1.163 -2.402 1.575 0.2469
H -1.012 -1.647 0.887 -0.646 1.966 0.255 0.3370
H -1.236 1.554 1.073 1.483 -0.732 0.704 0.2694
H -0.101 0.661 2.296 -0.276 0.054 0.647 0.3305
H 1.292 1.603 -1.762 -0.311 1.465 3.571 0.2131
H 1.994 2.583 -0.095 -2.320 -1.412 -1.013 0.2889
H 0.156 2.744 -0.727 1.321 -1.170 0.686 0.2917
H 2.782 -1.766 0.503 -0.576 0.656 0.052 0.3855
H 1.231 -1.515 1.532 1.204 -0.185 -1.039 0.2144
H 1.451 -1.307 -1.559 -0.810 -1.070 1.228 0.3209
H 0.300 -2.468 -0.848 -0.492 -1.853 0.382 0.5248
H -0.367 0.070 -1.642 -0.314 -1.172 1.641 0.4155
```
Positions in Å, forces in eV/Å.